C12H27MnNO5P2S2 as an isolated structure, computed with wB97M-V/def2-TZVPD.

Cartesian coordinates (Å):
O 5.592 -2.344 0.825
P 4.857 -1.648 -0.415
O 4.702 -2.921 -1.636
O 5.884 -0.354 -0.968
P 2.796 -1.010 0.060
C 2.697 -0.079 -1.604
C 2.344 1.516 -1.496
C 3.100 2.325 -0.290
C 2.043 3.221 0.648
O 1.174 4.066 -0.214
C 0.974 -0.576 0.435
C 0.377 -1.316 1.806
C -1.007 -0.517 2.181
S -2.557 -1.569 2.165
C -3.054 -2.075 0.426
S -2.612 -3.664 -0.102
N -3.824 -1.218 -0.566
C -3.234 0.169 -0.703
C -4.016 1.181 0.326
O -5.423 1.415 -0.034
C -6.065 0.217 -0.599
C -5.308 -1.200 -0.269
H 3.888 -2.714 -2.217
H 5.880 0.405 -0.314
H 2.458 -2.431 0.121
H 3.292 -0.323 1.236
H 3.645 -0.217 -2.303
H 1.798 -0.577 -2.210
H 2.651 2.031 -2.526
H 1.186 1.719 -1.371
H 3.817 3.119 -0.820
H 3.793 1.678 0.395
H 1.374 2.549 1.341
H 2.672 3.960 1.311
H 0.197 3.830 -0.075
H 0.331 -1.004 -0.466
H 0.772 0.583 0.611
H 0.253 -2.477 1.664
H 1.166 -1.097 2.674
H -1.214 0.437 1.511
H -0.889 -0.110 3.295
H -2.062 0.173 -0.496
H -3.373 0.544 -1.803
H -3.461 2.233 0.238
H -3.922 0.881 1.469
H -7.140 0.148 -0.086
H -6.298 0.314 -1.764
H -5.799 -2.017 -0.986
H -5.514 -1.612 0.832
Mn 1.060 -3.644 0.766

The energy comes out at -3533.40383 a.u. Its multiplicity is 6. As for the charge: +2. The HOMO energy (spin up / spin down) is -14.317 / -14.316 eV. For the frontier orbital gap (spin up / spin down), the calculation gives 3.863 / 4.025 eV.



A 2-piece molecular cluster, C12H27N5O4 overall, computed with wB97M-V/def2-TZVPD.

Cartesian coordinates (Å):
C -1.492 1.852 -0.287
C -1.202 3.340 -0.258
C -2.111 1.436 1.105
C -2.628 -0.001 1.259
C -3.356 -0.353 -0.156
C -5.101 -2.212 -0.504
C 3.759 -1.152 -0.571
C 4.742 -0.356 -1.435
C 3.675 -0.407 0.759
C 2.803 -1.063 1.820
C 1.342 -1.146 1.386
C 2.861 -0.216 3.099
H 0.586 1.372 -0.305
H -0.192 1.161 -1.724
H -2.283 1.770 -1.074
H -2.971 2.124 1.293
H -1.353 1.695 1.855
H -3.353 -0.048 2.009
H -1.877 -0.662 1.527
H -3.926 0.318 -0.494
H -2.672 -0.542 -0.836
H -3.514 -2.281 0.596
H -5.782 -3.873 -1.095
H -6.655 -1.904 -1.782
H -6.545 -0.745 -0.581
H -1.894 5.039 0.252
H 4.340 -2.997 -1.171
H 5.204 -2.406 0.023
H 2.811 -1.237 -1.118
H 4.681 -0.376 1.118
H 3.333 0.630 0.588
H 3.144 -2.084 1.994
H 0.888 -0.148 1.262
H 1.187 -1.672 0.461
H 0.776 -1.693 2.176
H 2.540 0.772 2.896
H 3.868 -0.223 3.564
H 2.175 -0.638 3.804
H 4.841 1.275 -2.331
N -0.323 1.032 -0.781
N -4.186 -1.559 0.357
N -4.941 -3.461 -0.777
N -6.056 -1.389 -1.159
N 4.293 -2.459 -0.316
O -0.086 3.742 -0.519
O -2.301 4.115 0.102
O 5.876 -0.687 -1.681
O 4.182 0.816 -1.838

Its energy above the lowest of the compared OMol25 structures with the same formula, charge and spin is 2.122 eV. The energy comes out at -1048.16284 a.u. The SMILES is [H]/N=C(\N)NCCC[C@H](N)C(=O)O.CC(C)C[C@H](N)C(=O)O. The HOMO energy is -9.237 eV. For the frontier orbital gap, the calculation gives 9.730 eV.



A 2-piece molecular cluster, C12H27NO9P2 overall, computed with wB97M-V/def2-TZVPD.

Cartesian coordinates (Å):
C 2.718 -0.698 2.469
C 2.106 0.570 2.673
N 1.912 1.473 1.518
C 2.806 2.667 1.533
C 3.216 3.213 2.977
C 4.224 4.471 2.713
C 0.516 1.803 1.274
O 0.125 2.381 0.223
O -0.423 1.364 2.311
P -1.872 2.282 2.261
O -2.725 1.769 1.089
O -2.658 1.988 3.762
O -1.645 3.960 2.197
H 2.420 -1.363 1.593
H 3.562 -0.976 3.198
H 1.803 0.863 3.745
H 2.232 3.525 1.013
H 3.754 2.526 0.888
H 3.832 2.481 3.609
H 2.335 3.668 3.569
H 4.466 5.038 3.673
H 5.220 3.979 2.388
H 3.887 5.126 1.845
H -1.942 2.148 4.433
H -0.844 4.207 1.683
O -2.965 -2.239 -3.420
P -1.767 -2.110 -2.475
O -0.591 -2.144 -3.640
C -0.391 -0.975 -4.420
C 0.300 0.116 -3.623
O -1.702 -3.707 -2.027
C -2.855 -4.534 -2.111
C -2.879 -5.288 -3.429
O -0.510 -1.882 -1.328
C -0.862 -1.071 -0.204
C -1.980 -1.691 0.609
H -1.347 -0.619 -4.819
H 0.237 -1.258 -5.269
H -0.362 0.506 -2.843
H 0.586 0.949 -4.269
H 1.193 -0.270 -3.124
H -3.767 -3.949 -1.964
H -2.805 -5.251 -1.286
H -2.749 -4.622 -4.283
H -3.821 -5.830 -3.548
H -2.057 -6.009 -3.466
H -1.149 -0.074 -0.554
H 0.030 -0.962 0.419
H -2.910 -1.739 0.031
H -2.171 -1.101 1.507
H -1.731 -2.714 0.900

The energy comes out at -1888.00810 a.u. The SMILES is C=CN(CCC)C(=O)OP(=O)(O)O.CCOP(=O)(OCC)OCC. The HOMO energy is -9.676 eV. For the frontier orbital gap, the calculation gives 8.604 eV.



C12H27O2PPt as an isolated structure, computed with wB97M-V/def2-TZVPD.

Cartesian coordinates (Å):
C 1.971 0.889 1.046
C 2.297 -0.598 1.111
C 1.882 -1.335 2.395
C 0.640 -0.933 3.159
O -0.502 -0.849 2.334
P -1.505 0.248 2.918
C -3.168 0.055 2.329
C -3.247 -0.071 0.778
C -2.290 0.805 -0.017
C -2.429 0.646 -1.530
C -1.158 1.131 -2.231
C -0.067 0.064 -2.273
C 1.193 0.536 -2.998
O 2.261 -0.361 -2.819
C 2.455 -1.328 -3.842
H 2.467 1.338 0.184
H 2.350 1.467 1.921
H 0.903 1.101 0.959
H 1.862 -1.119 0.254
H 3.376 -0.733 1.003
H 1.834 -2.415 2.184
H 2.710 -1.329 3.203
H 0.793 0.141 3.714
H 0.414 -1.580 4.007
H -0.937 1.505 2.643
H -3.598 -0.811 2.842
H -3.683 0.950 2.706
H -3.134 -1.125 0.514
H -4.281 0.213 0.547
H -2.440 1.856 0.266
H -1.254 0.543 0.252
H -2.605 -0.412 -1.763
H -3.304 1.189 -1.892
H -0.762 1.995 -1.677
H -1.374 1.500 -3.237
H 0.241 -0.201 -1.252
H -0.440 -0.858 -2.734
H 0.980 0.679 -4.065
H 1.517 1.499 -2.584
H 2.118 -0.943 -4.809
H 1.902 -2.246 -3.609
H 3.519 -1.557 -3.887
Pt 2.494 0.455 3.951

The energy comes out at -1083.66081 a.u. As for the charge: +2. The HOMO energy is -14.185 eV. For the frontier orbital gap, the calculation gives 2.204 eV.



C12H28AgClN4O4 as an isolated structure, computed with wB97M-V/def2-TZVPD.

Cartesian coordinates (Å):
Ag -0.602 0.850 1.077
Cl -1.063 2.331 3.447
C 3.644 1.253 -1.983
C 2.531 0.551 -1.204
O 1.942 1.157 -0.297
N 2.437 -0.776 -1.295
C 1.676 -1.823 -0.647
H 3.580 2.286 -1.640
H 3.459 1.192 -3.056
H 4.594 0.802 -1.695
H 2.933 -1.095 -2.115
H 1.446 -2.669 -1.295
H 0.654 -1.504 -0.442
H 2.182 -2.214 0.236
C 1.062 -0.884 4.677
C 0.515 -1.528 3.373
O 0.084 -0.805 2.418
N 0.396 -2.866 3.318
C -0.028 -3.693 2.213
H 0.854 0.185 4.677
H 2.144 -1.015 4.706
H 0.690 -1.368 5.580
H 0.840 -3.436 4.024
H -0.401 -3.138 1.352
H -0.816 -4.376 2.532
H 0.822 -4.280 1.864
C -0.979 4.732 0.225
C -0.642 3.626 -0.783
O -0.883 2.490 -0.483
N -0.162 3.993 -1.971
C 0.170 3.057 -3.018
H -0.927 5.704 -0.265
H -0.293 4.638 1.067
H -1.967 4.516 0.633
H 0.125 4.957 -2.056
H 0.172 2.012 -2.708
H 1.137 3.385 -3.398
H -0.538 3.199 -3.835
C -3.839 -2.154 0.271
C -2.779 -1.369 -0.453
O -2.398 -0.303 -0.052
N -2.312 -1.845 -1.643
C -1.345 -1.096 -2.446
H -3.685 -1.998 1.339
H -3.736 -3.207 0.008
H -4.825 -1.910 -0.126
H -2.549 -2.800 -1.871
H -1.114 -0.051 -2.241
H -1.775 -1.039 -3.446
H -0.429 -1.673 -2.573

Its energy above the lowest of the compared OMol25 structures with the same formula, charge and spin is 2.071 eV. The energy comes out at -1601.21615 a.u. The HOMO energy is -6.706 eV. For the frontier orbital gap, the calculation gives 6.927 eV.



C12H28AgFN4O4Pt as an isolated structure, computed with wB97M-V/def2-TZVPD.

Cartesian coordinates (Å):
Ag 0.962 2.992 -1.791
Pt -0.147 -0.007 -2.654
F 0.642 0.838 -0.898
C -3.228 0.904 -2.380
O -2.020 0.976 -2.083
N -4.222 1.249 -1.568
C -5.588 0.776 -1.777
C -3.945 1.829 -0.251
H -3.567 0.481 -3.332
H -5.861 0.181 -0.905
H -5.624 0.121 -2.645
H -6.304 1.589 -1.877
H -4.253 1.113 0.515
H -2.893 2.057 -0.133
H -4.617 2.682 -0.164
C 2.346 -2.195 -3.229
O 1.552 -1.247 -3.283
N 3.151 -2.448 -2.199
C 4.099 -3.539 -2.252
C 3.220 -1.494 -1.103
H 2.514 -2.931 -4.023
H 3.966 -4.252 -1.441
H 5.125 -3.165 -2.265
H 4.032 -4.100 -3.185
H 3.477 -2.009 -0.175
H 4.042 -0.797 -1.280
H 2.262 -1.016 -0.927
C 1.932 2.592 1.324
O 1.530 3.430 0.514
N 2.397 2.905 2.537
C 2.388 1.884 3.575
C 2.285 4.279 3.064
H 1.960 1.506 1.167
H 3.248 1.937 4.238
H 2.391 0.870 3.167
H 1.465 1.960 4.155
H 1.238 4.407 3.349
H 3.025 4.388 3.847
H 2.455 4.950 2.224
C -1.155 -2.354 -0.279
O -0.951 -1.580 -1.215
N -1.116 -2.052 1.022
C -1.793 -2.970 1.944
C -0.888 -0.713 1.500
H -1.374 -3.423 -0.402
H -1.606 -4.034 1.800
H -2.865 -2.786 1.986
H -1.354 -2.820 2.932
H -0.659 -0.664 2.563
H 0.009 -0.291 1.036
H -1.684 -0.013 1.260

Its energy above the lowest of the compared OMol25 structures with the same formula, charge and spin is 0.000 eV. The energy comes out at -1359.54791 a.u. Its multiplicity is 3. As for the charge: +2. The HOMO energy (spin up / spin down) is -14.697 / -14.697 eV. For the frontier orbital gap (spin up / spin down), the calculation gives 7.811 / 6.491 eV.



C12H28Al2BrCl2F8N3NaO7S2 as an isolated structure, computed with wB97M-V/def2-TZVPD.

Cartesian coordinates (Å):
O -1.686 -3.537 4.114
S -2.114 -2.291 3.598
O -1.593 -2.332 2.076
N -2.241 -1.397 1.143
C -3.431 -1.132 1.379
S -4.766 -0.433 1.436
O -0.978 -1.183 4.382
C -1.575 -0.239 5.249
F -1.173 -0.498 6.479
F -1.138 0.967 4.864
F -2.899 -0.248 5.191
C 3.570 -5.011 1.946
C 2.105 -4.749 1.634
C 1.780 -4.014 0.344
O 2.104 -2.654 0.510
C 3.397 -2.156 0.153
N 1.528 -3.799 2.657
H 4.111 -4.106 2.222
H 3.668 -5.708 2.780
H 4.063 -5.454 1.083
H 1.564 -5.693 1.693
H 0.692 -4.037 0.211
H 2.214 -4.469 -0.548
H 3.837 -2.701 -0.682
H 4.081 -2.155 1.006
H 3.240 -1.122 -0.146
H 1.760 -4.019 3.627
H 0.506 -3.738 2.572
H 1.911 -2.875 2.392
C 0.176 -1.241 -1.264
C -0.733 -1.668 -2.425
O -2.027 -1.713 -2.072
H 0.096 -1.930 -0.419
H 1.229 -1.242 -1.588
H -0.088 -0.238 -0.925
H -0.333 -2.638 -2.824
H -0.479 -0.959 -3.245
O -4.924 -2.264 -2.793
H -4.044 -2.088 -2.377
H -5.469 -2.578 -2.072
Na 0.849 -0.649 3.521
F -3.831 0.028 -2.038
F -2.768 2.051 -4.501
Al -1.979 2.582 -3.109
F -0.967 1.366 -2.528
F -3.066 3.067 -1.946
F -0.959 3.964 -3.463
Al -3.655 -1.208 -4.447
Br 0.287 4.011 -1.634
C 4.548 -2.538 -4.126
Cl 2.991 -1.952 -3.542
Cl 5.139 -3.902 -3.152
H 4.437 -2.868 -5.151
H 5.270 -1.734 -4.065
C -0.439 8.828 1.116
C -0.082 7.638 0.255
O 0.923 6.968 0.463
N -0.918 7.330 -0.763
C -2.147 7.996 -1.156
H 0.321 8.944 1.883
H -0.473 9.737 0.516
H -1.404 8.675 1.598
H -0.619 6.529 -1.294
H -2.977 7.290 -1.105
H -2.058 8.353 -2.183
H -2.360 8.839 -0.509

The energy comes out at -6901.49185 a.u. As for the charge: +1. The HOMO energy is -8.019 eV. For the frontier orbital gap, the calculation gives 2.429 eV.



C12H28CrLiO4 as an isolated structure, computed with wB97M-V/def2-TZVPD.

Cartesian coordinates (Å):
Li 0.204 0.431 -0.096
Cr 1.966 -1.480 -1.257
C 1.038 -0.672 2.876
C 2.124 -0.069 2.027
C 3.562 -0.153 2.538
O 1.980 -0.415 0.648
H 1.196 -0.507 3.941
H 1.044 -1.755 2.750
H 0.086 -0.284 2.512
H 1.844 0.982 2.093
H 3.732 0.028 3.599
H 4.121 0.589 1.968
H 4.129 -1.043 2.265
C -4.215 1.240 -0.312
C -2.700 1.510 -0.148
C -2.391 2.027 1.300
O -1.806 0.547 -0.700
H -4.603 0.849 -1.253
H -4.684 2.221 -0.396
H -4.586 0.669 0.538
H -2.601 2.419 -0.742
H -2.371 1.273 2.087
H -2.965 2.890 1.636
H -1.353 2.359 1.306
C 1.947 2.054 -3.658
C 1.664 1.645 -2.253
C 1.372 2.854 -1.358
O 0.906 0.488 -2.075
H 2.711 2.827 -3.746
H 1.110 2.456 -4.229
H 2.382 1.201 -4.178
H 2.698 1.486 -1.947
H 0.643 3.556 -1.762
H 2.235 3.369 -0.936
H 0.812 2.485 -0.498
C -1.667 -2.699 0.596
C -0.500 -3.157 -0.318
C -0.769 -4.516 -0.992
O -0.143 -2.182 -1.279
H -1.261 -1.941 1.265
H -2.138 -3.491 1.179
H -2.426 -2.125 0.065
H 0.287 -3.387 0.401
H -1.305 -5.085 -0.233
H 0.080 -5.102 -1.343
H -1.387 -4.391 -1.882

The energy comes out at -1826.86797 a.u. Its multiplicity is 6. As for the charge: -2. The HOMO energy (spin up / spin down) is 0.839 / -0.610 eV. For the frontier orbital gap (spin up / spin down), the calculation gives 3.996 / 5.446 eV.



C12H28Cu2N2O9 as an isolated structure, computed with wB97M-V/def2-TZVPD.

Cartesian coordinates (Å):
Cu -14.131 8.960 14.056
Cu -12.003 9.683 17.976
O -13.033 12.856 15.445
C -13.063 11.574 15.889
O -12.227 11.302 16.834
O -13.671 10.735 15.223
H -12.338 13.152 16.065
O -10.212 7.173 15.133
C -11.069 8.203 15.409
O -10.876 8.801 16.502
O -11.981 8.465 14.603
H -10.621 6.928 14.274
C -7.267 12.478 12.995
O -8.666 12.214 12.866
C -9.148 11.213 13.712
C -8.490 9.813 13.558
N -9.278 9.061 12.609
C -8.612 7.844 12.150
C -9.560 7.210 11.159
O -10.480 6.420 11.864
C -11.673 6.034 11.180
H -7.023 13.463 12.609
H -6.626 11.718 12.552
H -7.122 12.603 14.079
H -10.229 11.221 13.558
H -8.960 11.546 14.744
H -8.577 9.324 14.541
H -7.430 9.938 13.356
H -10.192 8.941 13.070
H -8.400 7.159 12.977
H -7.709 8.155 11.626
H -9.063 6.568 10.421
H -10.060 7.936 10.500
H -11.538 5.346 10.351
H -12.245 6.963 11.090
H -12.248 5.503 11.943
C -11.073 6.162 18.653
C -12.045 6.853 19.569
C -12.162 6.398 21.027
O -13.166 7.172 21.582
C -13.617 6.700 22.853
N -11.722 8.322 19.587
H -11.149 6.404 17.594
H -11.362 5.105 18.553
H -10.029 6.117 18.962
H -13.033 6.749 19.112
H -11.180 6.567 21.498
H -12.260 5.309 20.939
H -14.433 7.352 23.160
H -12.875 6.729 23.653
H -14.032 5.699 22.716
H -10.823 8.365 20.074
H -12.333 8.782 20.272

Its energy above the lowest of the compared OMol25 structures with the same formula, charge and spin is 2.143 eV. The energy comes out at -4540.97800 a.u. Its multiplicity is 3. As for the charge: +2. The HOMO energy (spin up / spin down) is -15.130 / -15.128 eV. For the frontier orbital gap (spin up / spin down), the calculation gives 8.636 / 5.452 eV.